Density functional theory data (the ωB97M-V functional and the def2-TZVPD basis) for one molecule with the formula C4H7NO2.

Results
Orbital gap (eV): 8.722
Energy relative to the best compared isomer or geometry (same formula, charge and spin) (kJ/mol): 352.94
HOMO (eV): -8.341

Element x y z (Å)
C  -1.72  -1.53  -0.07
C  -0.48  -0.99  0.51
C  0.58  -0.83  -0.53
O  1.32  0.38  -0.36
C  0.61  1.40  0.15
O  -0.61  1.47  0.14
N  1.47  2.34  0.63
H  -1.70  -1.90  -1.11
H  -2.27  -2.21  0.58
H  -2.31  -0.60  -0.08
H  1.29  -1.63  -0.29
H  0.30  -0.94  -1.59
H  1.11  3.01  1.29
H  2.42  2.03  0.74

=====

Density functional theory data (the ωB97M-V functional and the def2-TZVPD basis) for one molecule with the formula C4H7NO2.

Results
Orbital gap (eV): 8.225
Energy relative to the best compared isomer or geometry (same formula, charge and spin) (kJ/mol): 381.74
HOMO (eV): -8.299

Element x y z (Å)
C  1.22  0.81  -0.63
C  -0.15  0.10  -0.58
C  -1.27  1.00  -0.16
O  -0.57  -0.40  -1.72
C  -0.24  -0.63  0.78
O  -0.85  0.13  1.57
N  0.20  -1.85  1.04
H  1.16  1.57  -1.41
H  1.50  1.27  0.32
H  1.98  0.08  -0.93
H  -2.24  0.53  -0.24
H  -1.23  2.09  -0.19
H  0.01  -2.31  1.92
H  0.46  -2.41  0.23

=====

Density functional theory data (the ωB97M-V functional and the def2-TZVPD basis) for C4H7NO2 as an isolated structure.

Results
Orbital gap (eV): 8.905
Energy relative to the best compared isomer or geometry (same formula, charge and spin) (kJ/mol): 540.16
HOMO (eV): -8.836

Element x y z (Å)
C  -1.04  -0.26  -0.65
C  -0.22  0.79  0.94
N  -0.88  1.75  1.31
O  0.52  -0.11  1.52
C  1.15  -0.91  0.51
C  0.85  -0.11  -0.76
O  1.12  1.13  -0.68
H  -1.71  -0.69  0.11
H  -1.49  0.62  -1.12
H  -0.96  -1.04  -1.42
H  -1.39  2.33  0.67
H  2.22  -0.93  0.73
H  0.72  -1.92  0.54
H  1.11  -0.66  -1.69

=====

Density functional theory data (the ωB97M-V functional and the def2-TZVPD basis) for one molecule with the formula C4H7NO2.

Results
Orbital gap (eV): 9.582
Energy relative to the best compared isomer or geometry (same formula, charge and spin) (kJ/mol): 489.44
HOMO (eV): -8.776
SMILES: CC1=C(CO)N1O

Element x y z (Å)
C  1.56  -1.34  0.54
C  0.31  -0.63  0.22
C  -0.51  0.34  0.02
C  -0.94  1.75  0.06
O  0.09  2.58  0.55
N  -1.06  -1.01  -0.07
O  -1.10  -1.39  -1.50
H  1.87  -1.94  -0.32
H  2.36  -0.64  0.80
H  1.39  -2.02  1.38
H  -1.30  2.08  -0.93
H  -1.78  1.85  0.76
H  0.86  2.46  -0.03
H  -1.76  -2.09  -1.48

=====

Density functional theory data (the ωB97M-V functional and the def2-TZVPD basis) for one molecule with the formula C4H7NO2.

Results
Orbital gap (eV): 10.657
Energy relative to the best compared isomer or geometry (same formula, charge and spin) (kJ/mol): 216.11
HOMO (eV): -10.084
SMILES: O=C[C@]1(CO)CN1

Element x y z (Å)
O  -0.60  1.45  -2.05
C  -1.00  0.69  -1.19
C  -0.12  0.12  -0.13
C  -0.78  -0.82  0.88
O  0.19  -1.53  1.60
C  1.08  0.90  0.25
N  1.22  -0.30  -0.57
H  -2.05  0.35  -1.19
H  -1.47  -1.49  0.35
H  -1.37  -0.24  1.59
H  0.89  -1.75  0.96
H  1.46  0.80  1.26
H  1.21  1.87  -0.23
H  1.34  -0.04  -1.54

=====

Density functional theory data (the ωB97M-V functional and the def2-TZVPD basis) for C4H7NO2 as an isolated structure.

Results
Orbital gap (eV): 10.169
Energy relative to the best compared isomer or geometry (same formula, charge and spin) (kJ/mol): 584.28
HOMO (eV): -9.691

Element x y z (Å)
O  0.83  2.03  -0.38
C  0.22  1.03  -0.65
C  0.21  0.00  -1.76
N  -0.80  -0.77  -0.99
C  -0.77  0.17  0.15
C  -0.07  -0.41  1.38
O  1.05  -1.07  1.15
H  0.96  0.21  1.81
H  0.25  0.81  2.00
H  1.19  -0.49  -1.88
H  -0.15  0.35  -2.73
H  -0.42  -1.68  -0.71
H  -1.74  0.62  0.39
H  -0.74  -0.76  2.19

=====

Density functional theory data (the ωB97M-V functional and the def2-TZVPD basis) for one molecule with the formula C4H7NO2.

Results
Orbital gap (eV): 10.120
Energy relative to the best compared isomer or geometry (same formula, charge and spin) (kJ/mol): 132.37
HOMO (eV): -9.306
SMILES: O=C1CNC[C@@H]1O

Element x y z (Å)
O  0.46  -2.25  0.13
C  0.04  -1.12  0.17
C  -1.31  -0.64  -0.32
N  -1.25  0.81  -0.21
C  0.13  1.27  0.04
C  0.88  0.06  0.62
O  2.19  -0.04  0.10
H  -1.43  -1.02  -1.34
H  -2.11  -1.08  0.29
H  -1.63  1.25  -1.04
H  0.13  2.12  0.73
H  0.67  1.57  -0.87
H  0.89  0.08  1.72
H  2.35  -0.99  -0.01

=====

Density functional theory data (the ωB97M-V functional and the def2-TZVPD basis) for one molecule with the formula C4H7NO2.

Results
Orbital gap (eV): 10.380
Energy relative to the best compared isomer or geometry (same formula, charge and spin) (kJ/mol): 145.86
HOMO (eV): -9.565
SMILES: [H]/N=C(\C)OCC=O

Element x y z (Å)
H  -0.72  1.95  -0.63
N  -0.11  1.16  -0.44
C  -0.73  0.10  -0.16
C  -2.22  -0.11  -0.09
O  -0.01  -0.99  0.20
C  1.30  -0.64  0.67
C  2.19  0.01  -0.38
O  3.09  0.75  -0.07
H  -2.47  -1.03  0.43
H  -2.65  0.74  0.45
H  -2.67  -0.12  -1.09
H  1.21  0.06  1.50
H  1.75  -1.57  1.02
H  2.02  -0.31  -1.42

=====

Density functional theory data (the ωB97M-V functional and the def2-TZVPD basis) for one molecule with the formula C4H7NO2.

Results
Orbital gap (eV): 10.610
Energy relative to the best compared isomer or geometry (same formula, charge and spin) (kJ/mol): 223.51
HOMO (eV): -9.868
SMILES: [H]/N=C(\C)OCC=O

Element x y z (Å)
H  -1.52  2.23  0.70
N  -0.84  1.72  1.26
C  -0.56  0.60  0.76
C  -1.26  -0.08  -0.43
O  0.39  -0.14  1.41
C  1.18  -0.89  0.52
C  1.35  -0.13  -0.80
O  1.40  1.07  -0.83
H  -2.07  -0.67  -0.01
H  -1.64  0.69  -1.11
H  -0.72  -0.79  -1.08
H  2.18  -0.99  0.94
H  0.75  -1.90  0.39
H  1.36  -0.73  -1.73

=====

Density functional theory data (the ωB97M-V functional and the def2-TZVPD basis) for one molecule with the formula C4H7NO2 in a non-equilibrium geometry.

Results
Orbital gap (eV): 10.687
Energy relative to the best compared isomer or geometry (same formula, charge and spin) (kJ/mol): 26.46
HOMO (eV): -9.905
SMILES: C[C@H]1CNC(=O)O1

Element x y z (Å)
C  -1.54  -0.93  0.03
C  -0.35  -0.26  -0.63
C  -0.02  1.17  -0.06
N  1.28  0.89  0.54
C  1.75  -0.35  0.27
O  2.84  -0.72  0.62
O  0.82  -1.06  -0.42
H  -1.40  -0.96  1.12
H  -1.66  -1.95  -0.34
H  -2.47  -0.38  -0.19
H  -0.51  -0.22  -1.72
H  -0.77  1.49  0.67
H  0.02  1.91  -0.87
H  2.02  1.37  1.00

=====

Density functional theory data (the ωB97M-V functional and the def2-TZVPD basis) for one molecule with the formula C4H7NO2.

Results
Orbital gap (eV): 9.996
Energy relative to the best compared isomer or geometry (same formula, charge and spin) (kJ/mol): 161.83
HOMO (eV): -9.382
SMILES: O=CN1CC(O)C1

Element x y z (Å)
O  2.65  1.28  0.52
C  2.17  0.20  0.24
N  0.88  0.03  -0.13
C  -0.02  -1.12  -0.27
C  -1.16  -0.19  0.18
O  -2.30  -0.27  -0.62
C  -0.20  1.00  -0.02
H  2.74  -0.75  0.25
H  0.21  -1.99  0.35
H  -0.15  -1.42  -1.31
H  -1.39  -0.34  1.25
H  -2.98  0.30  -0.25
H  -0.07  1.73  0.79
H  -0.38  1.53  -0.97

=====

Density functional theory data (the ωB97M-V functional and the def2-TZVPD basis) for one molecule with the formula C4H7NO2 in a non-equilibrium geometry.

Results
Orbital gap (eV): 10.284
Energy relative to the best compared isomer or geometry (same formula, charge and spin) (kJ/mol): 376.74
HOMO (eV): -9.586
SMILES: O=CCCNC=O

Element x y z (Å)
O  1.17  0.83  -1.60
C  0.84  -0.33  -1.38
C  0.67  -1.24  -0.15
C  -0.87  -0.27  -0.16
N  -0.86  1.02  0.53
C  0.05  1.19  1.58
O  -0.20  1.84  2.55
H  0.46  -0.78  -2.30
H  1.29  -1.21  0.74
H  0.23  -2.22  -0.29
H  -1.59  -0.91  0.38
H  -1.48  -0.28  -1.05
H  -0.80  1.68  -0.26
H  1.07  0.70  1.40

=====

E across the listed records, respectively: -361.7464 -361.7355 -361.6751 -361.6944 -361.7985 -361.6583 -361.8304 -361.8253 -361.7957 -361.8708 -361.8192 -361.7374 Ha.